# 1
{"formula": "C28H24Cl4N4O4SSiV", "method": "ωB97M-V/def2-TZVPD", "orbital_gap_ev": [5.54, 5.67], "total_charge": -2, "molar_mass_g_mol": 733.4, "total_energy_ha": -5074.06149, "e_homo_ev": [-1.2631, -1.3887], "multiplicity": 2, "symbols": ["V", "Cl", "Cl", "Cl", "Cl", "S", "Si", "O", "O", "O", "O", "N", "N", "N", "N", "C", "C", "C", "C", "C", "C", "C", "C", "C", "C", "C", "C", "C", "C", "C", "C", "C", "C", "C", "C", "C", "C", "C", "C", "C", "C", "C", "C", "H", "H", "H", "H", "H", "H", "H", "H", "H", "H", "H", "H", "H", "H", "H", "H", "H", "H", "H", "H", "H", "H", "H", "H"], "xyz": [[0.2177, 0.4567, 0.5974], [0.1457, 1.9987, -4.2950], [3.4579, 4.1501, 0.5624], [1.8595, 4.6434, -4.6187], [3.5196, 5.7196, -2.1840], [2.0223, -1.4677, 1.1209], [2.8757, -4.6314, 0.1847], [1.7225, 1.7109, 0.4409], [0.3843, 0.8328, -1.5446], [-1.0321, 2.1882, 0.1385], [-0.0620, 0.7539, 2.1158], [-2.1868, -0.0611, -0.0996], [-2.6964, 0.9395, -0.8643], [0.2427, -1.5866, -0.7059], [-1.3539, -1.9337, 1.5941], [2.5686, 3.5576, -0.8104], [-0.8489, -2.8637, 2.3867], [-4.1968, -1.2412, -0.7771], [-2.8122, 5.3712, -3.2347], [-0.3897, -2.0221, -1.7873], [1.0695, 1.8958, -1.7771], [-2.3236, 3.2130, -1.5409], [2.9038, -6.3264, -0.6563], [-2.8984, -3.5343, 0.7499], [-3.4548, 3.2262, -2.3519], [-2.3754, -2.2347, 0.7940], [2.5888, 4.2548, -2.0346], [-0.1352, -3.2666, -2.3378], [-3.7016, 4.3044, -3.1888], [-1.4431, 4.2890, -1.5805], [1.1140, 2.5967, -2.9795], [-2.8963, -1.1340, -0.0309], [0.8311, -4.0626, -1.7265], [1.8641, 3.7773, -3.1089], [-1.6810, 5.3605, -2.4293], [1.5555, -3.6057, -0.6337], [2.5068, -4.9364, 1.9997], [-2.3558, -4.5058, 1.5715], [1.8244, 2.3986, -0.6594], [-1.9774, 2.0403, -0.6696], [4.5846, -3.8876, -0.0119], [-1.3159, -4.1719, 2.4245], [1.2353, -2.3080, -0.1617], [-0.0110, -2.5476, 2.9992], [-2.9945, 6.2027, -3.9062], [-0.8628, -4.8990, 3.0858], [4.8178, -3.7395, -1.0692], [2.4751, -3.9861, 2.5345], [1.9421, -6.8378, -0.5644], [-0.9689, 6.1755, -2.4761], [-4.1192, 2.3728, -2.3217], [5.3493, -4.5393, 0.4218], [4.6223, -2.9144, 0.4776], [3.2707, -5.5770, 2.4500], [1.0300, -5.0513, -2.1300], [-1.1101, -1.3308, -2.2106], [-4.8386, -0.3994, -0.5112], [3.1440, -6.2457, -1.7193], [-4.7298, -2.1687, -0.5766], [-2.7407, -5.5192, 1.5393], [-4.0185, -1.1505, -1.8517], [-0.6735, -3.6022, -3.2148], [3.6647, -6.9577, -0.1887], [1.5347, -5.4236, 2.1141], [-3.6971, -3.7888, 0.0682], [-0.5593, 4.2537, -0.9562], [-4.5821, 4.3058, -3.8219]], "nbo_charge": [1.42, -0.03, -0.03, -0.03, -0.03, -0.28, 1.66, -0.69, -0.77, -0.67, -0.58, -0.20, -0.50, -0.50, -0.40, -0.14, 0.07, -0.67, -0.23, 0.07, 0.37, -0.11, -1.11, -0.26, -0.13, 0.19, -0.12, -0.29, -0.26, -0.17, -0.18, 0.16, -0.16, -0.11, -0.21, -0.58, -1.12, -0.18, 0.26, 0.63, -1.12, -0.29, 0.12, 0.21, 0.19, 0.20, 0.23, 0.27, 0.23, 0.21, 0.22, 0.21, 0.27, 0.21, 0.19, 0.22, 0.23, 0.22, 0.19, 0.19, 0.23, 0.19, 0.22, 0.23, 0.20, 0.25, 0.19]}


# 2
{"formula": "C28H24ClF17INO3S2", "method": "ωB97M-V/def2-TZVPD", "orbital_gap_ev": 8.23, "molar_mass_g_mol": 972.0, "total_energy_ha": -4613.76317, "e_homo_ev": -7.7877, "symbols": ["I", "Cl", "S", "S", "F", "F", "F", "F", "F", "F", "F", "F", "F", "F", "F", "F", "F", "F", "F", "F", "F", "O", "O", "O", "N", "C", "C", "C", "C", "C", "C", "C", "C", "C", "C", "C", "C", "C", "C", "C", "C", "C", "C", "C", "C", "C", "C", "C", "C", "C", "C", "C", "C", "H", "H", "H", "H", "H", "H", "H", "H", "H", "H", "H", "H", "H", "H", "H", "H", "H", "H", "H", "H", "H", "H", "H", "H"], "xyz": [[-0.8590, 2.2658, -0.9920], [0.0764, -0.7642, 2.1767], [-2.0216, -3.2024, 0.5050], [-3.8809, 2.8103, 0.0105], [1.0523, 4.8738, 1.0245], [6.6780, 4.7818, 1.4575], [1.2402, 4.4627, -1.7137], [5.4893, 3.5109, 0.1435], [3.1239, -4.6235, -3.3950], [4.3412, -3.6305, -0.9575], [3.2626, 3.7009, -1.4302], [4.8319, 5.8607, -1.3274], [6.9486, 5.3622, -1.1507], [4.9702, -6.6494, -3.3767], [5.6932, -3.8986, -3.2399], [-7.6977, 0.8744, 2.8159], [2.6121, -4.4406, 0.0675], [2.0522, -3.0936, -2.2606], [2.5411, 6.0968, 0.0324], [7.0169, -5.2153, -4.3692], [6.8968, -7.1035, -2.4620], [-6.7948, -1.9633, 1.8251], [3.1571, 4.3454, 1.3032], [3.9249, -5.8410, -0.9849], [-5.5913, 0.4036, 1.2080], [5.3201, -6.0610, -1.1174], [-7.0696, -2.6318, 0.5195], [-2.5436, -1.5069, 0.4182], [2.0856, 3.9085, -0.8076], [-2.1027, 0.7451, -0.2206], [-6.5564, -0.1544, 0.2151], [3.3896, -4.5795, -1.0297], [2.0832, -0.7878, 0.4539], [-6.8245, 4.3202, 2.2582], [-3.7983, -1.1269, 0.8570], [-1.6495, -0.5755, -0.1237], [-5.9233, 1.7490, 1.5295], [5.8574, 5.7685, -0.4596], [-5.7210, 4.1703, 1.4331], [2.4759, -4.3799, -2.2421], [5.9078, -6.1676, -2.5338], [-0.2746, -0.9764, -0.5927], [2.2464, 4.8342, 0.3997], [-4.2488, 0.1821, 0.7587], [5.5756, 4.7571, 0.6541], [-7.4854, 3.1921, 2.7157], [0.6752, -1.3696, 0.5951], [-7.4349, -1.2293, 0.8664], [6.5649, -4.9196, -3.1284], [4.3729, 5.0214, 1.5744], [-3.3877, 1.1196, 0.2042], [-7.0242, 1.9404, 2.3613], [-5.2917, 2.8943, 1.0718], [0.2319, -0.1919, -1.1375], [-4.4331, -1.8911, 1.2768], [4.2107, 6.0887, 1.7274], [5.4649, -7.0477, -0.6813], [-7.2322, 0.6333, -0.1079], [6.0627, 6.7563, -0.0371], [2.6150, -1.1860, -0.4042], [-2.4405, -3.5686, 1.7252], [1.6830, 2.9413, -0.5015], [-0.3733, -1.8131, -1.2810], [1.6117, -5.0448, -2.1844], [-5.1863, 5.0228, 1.0440], [5.8936, -5.3743, -0.4944], [-7.5696, -3.4811, 0.9553], [-8.4836, -1.0093, 0.9694], [7.4141, -4.6043, -2.5155], [1.9833, 0.2937, 0.4013], [-6.1912, -2.7184, -0.1042], [-6.0421, -0.6444, -0.6016], [-7.1411, 5.3155, 2.5216], [4.6732, 4.6256, 2.5431], [0.7271, -2.4486, 0.6253], [-8.3575, 3.3050, 3.3386], [2.5975, -1.0188, 1.3818]], "lowdin_charge": [1.16, 0.67, 0.83, 0.96, 0.14, 0.10, 0.03, 0.13, 0.11, 0.15, 0.10, 0.10, 0.10, 0.13, 0.10, 0.10, 0.14, 0.09, 0.15, 0.10, 0.10, -0.06, 0.05, 0.05, 0.00, -0.04, -0.02, -0.55, -0.36, -0.59, -0.06, -0.54, -0.13, -0.08, -0.03, -0.36, -0.17, -0.31, -0.11, -0.28, -0.44, -0.23, -0.54, -0.22, -0.44, -0.01, -0.70, -0.33, -0.31, -0.04, -0.49, -0.21, -0.44, 0.03, 0.11, 0.15, 0.15, 0.13, 0.17, 0.07, -0.11, 0.06, 0.10, 0.18, 0.10, 0.15, 0.11, 0.13, 0.17, 0.06, 0.10, 0.13, 0.11, 0.15, 0.05, 0.12, 0.07]}